{
  "formula": "C8H7BrN2O4",
  "method": "wB97M-V/def2-TZVPD",
  "elements": ["C", "C", "C", "N", "O", "O", "C", "C", "C", "Br", "N", "O", "O", "C", "C", "H", "H", "H", "H", "H", "H", "H"],
  "coordinates": [[-1.2759, -2.6991, 0.5142], [-0.9505, -1.6201, -0.2269], [0.4048, -0.9932, 0.1321], [1.3456, -1.9752, 0.7698], [1.5699, -1.8946, 1.9415], [1.9221, -2.7738, 0.0481], [1.0917, -0.2294, -1.0373], [0.9472, 1.0824, -1.1954], [0.2085, 1.9600, -0.2589], [1.6023, 3.5077, 0.2179], [-0.8094, 2.7376, -1.1167], [-0.3895, 3.6148, -1.8428], [-1.9414, 2.3059, -1.0264], [-0.3644, 1.4709, 1.0045], [-0.2280, 0.2462, 1.3521], [-2.2731, -3.2931, 0.4357], [-0.6937, -3.1530, 1.3296], [-1.4870, -1.0856, -1.0464], [1.5831, -0.7993, -1.7004], [1.1313, 1.4592, -2.1581], [-0.8327, 2.3468, 1.6159], [-0.5609, -0.2152, 2.2480]],
  "atomic_forces_ev_per_a": [[-2.641, -0.787, -0.660], [1.265, -1.138, 0.805], [-1.631, 3.907, 1.022], [1.143, -0.215, -0.710], [-0.422, 0.394, 1.306], [-0.771, 0.428, -0.477], [-2.472, 1.028, 3.910], [-1.134, -1.364, 0.752], [1.574, 2.044, -0.417], [-0.882, -1.314, 0.007], [0.335, -0.032, -0.038], [-0.908, -0.690, 0.265], [0.153, 0.435, -0.242], [-0.657, 4.035, -0.061], [1.922, -4.561, -1.947], [1.717, 1.458, -0.293], [0.225, 0.635, -0.590], [0.175, -0.835, 0.959], [1.622, -1.969, -2.452], [0.840, 0.961, -0.858], [0.743, -2.075, -0.829], [-0.194, -0.343, 0.548]],
  "lowdin_charge": [0.024, -0.093, -0.204, -0.389, 0.105, 0.091, 0.037, -0.092, -0.557, 0.664, -0.397, 0.031, 0.096, -0.161, 0.086, 0.097, 0.072, 0.135, 0.081, 0.111, 0.163, 0.098],
  "smiles": "C=C[C@]1([N+](=O)[O-])C=C[C@](Br)([N+](=O)[O-])C=C1",
  "lumo_energy_ev": -1.1,
  "homo_lumo_gap_ev": 9.17
}